[1]
77
Properties=species:S:1:pos:R:3:forces:R:3:lowdin_charge:R:1 method="wB97M-V/def2-TZVPD" e_homo_ev="-13.42 / -13.69" spin_multiplicity=5 total_charge=+2 homo_lumo_gap_ev="7.4 / 5.7"
Br -4.95462 -5.12557 -1.39268 0.3 0.2 0.1 0.933
Br -0.85607 -4.29817 2.37532 -0.2 0.0 -0.2 0.915
Co -0.16410 0.04143 -0.12869 0.0 0.3 -0.1 0.649
P 1.81423 1.47883 -0.19898 0.7 0.5 -0.2 1.043
O -0.50323 -1.78142 0.72377 -0.2 -0.5 -0.1 -0.071
O 0.06031 3.84491 5.92697 -0.1 0.0 -0.1 0.101
O -1.83101 4.85340 5.64441 0.2 -0.2 0.0 0.123
N 1.22464 -0.97701 -1.62454 0.0 0.2 0.3 0.048
N -0.08308 0.44940 2.06765 -0.2 -0.1 -0.3 0.038
N -0.95964 4.08329 5.30904 0.0 0.2 0.1 -0.334
N -1.50231 1.76161 0.20486 0.0 -0.1 0.0 0.060
N -1.77570 -0.89082 -1.43649 0.0 -0.1 0.2 0.086
N 2.41619 1.00788 -1.71892 -0.1 0.0 0.0 -0.100
C -3.21577 -2.83774 -1.42283 0.1 0.3 0.0 -0.161
C 1.69844 -2.78655 -3.11506 -0.1 -0.1 0.1 -0.042
C -2.24654 2.38678 -0.69123 0.0 0.1 0.0 -0.112
C 0.58894 0.08429 4.31898 0.0 0.1 0.1 0.001
C -1.37613 2.33347 1.42545 -0.2 0.2 -0.1 -0.136
C -1.97729 3.56146 1.74755 0.1 -0.3 -0.1 -0.107
C -0.54692 2.12006 3.74667 0.1 -0.1 -0.1 -0.055
C 3.14713 1.14087 0.98745 -0.2 0.0 0.0 -0.361
C 2.94901 4.04248 0.10684 -0.1 0.0 0.0 -0.066
C 1.02945 -2.23600 -2.04965 0.1 -0.1 -0.2 -0.114
C -2.34208 -0.51068 -2.56891 0.0 0.0 -0.1 -0.090
C -2.87979 3.60950 -0.46240 0.0 0.0 0.0 -0.011
C 3.98656 1.43871 3.22731 -0.1 0.0 0.0 -0.056
C 2.98607 1.62280 2.28853 0.0 0.0 -0.1 -0.128
C -3.55341 -4.05928 -0.75007 -0.3 -0.3 -0.1 -0.568
C 0.06757 1.29176 4.70838 0.0 -0.1 0.0 0.040
C 2.15556 -0.23914 -2.24385 0.0 -0.2 0.0 -0.370
C -1.12626 3.41193 4.00075 -0.1 0.1 -0.3 -0.054
C 0.51921 -0.29078 2.97509 0.1 0.0 0.0 -0.099
C 2.61775 -1.99206 -3.79840 0.0 0.1 0.0 -0.029
C 2.85270 -0.70877 -3.36265 0.0 0.0 -0.1 0.006
C 4.31081 0.46501 0.63861 -0.1 -0.1 0.0 -0.072
C -2.18591 -2.04902 -0.88375 -0.3 0.0 -0.3 -0.140
C -0.64007 1.61970 2.43266 0.1 0.1 0.5 -0.151
C -3.83159 -2.37679 -2.59764 0.0 0.0 0.0 0.014
C -2.73734 4.21009 0.76200 0.0 0.0 -0.1 0.041
C 2.02904 6.01967 -0.91301 0.0 0.0 0.0 -0.053
C 5.31295 0.28848 1.58316 0.1 0.0 0.0 -0.056
C 1.89230 3.28802 -0.40041 -0.1 -0.1 0.1 -0.333
C 5.15397 0.77397 2.87242 0.0 0.0 0.0 -0.052
C 3.01261 5.40383 -0.15353 0.0 0.0 0.0 -0.050
C -1.80933 4.09409 3.05875 0.1 0.1 0.3 0.087
C -1.44648 -2.47989 0.29241 0.2 0.1 0.2 -0.366
C -2.86019 -4.48620 0.36991 0.0 0.0 0.0 -0.134
C 0.90935 3.91263 -1.16800 0.0 0.0 0.0 -0.109
C -1.82376 -3.72883 0.88166 0.2 -0.2 0.4 -0.560
C 0.97612 5.27181 -1.42306 -0.1 0.0 0.0 -0.065
C -3.38121 -1.21716 -3.17732 0.0 0.0 0.0 0.007
H 0.30511 -2.82400 -1.50447 0.0 0.0 0.0 0.102
H 6.22445 -0.22328 1.30418 0.0 0.0 0.0 0.115
H -1.94900 0.37883 -3.04487 0.0 0.0 0.0 0.119
H -3.46768 4.06039 -1.24921 0.0 0.0 0.0 0.124
H 5.94418 0.64325 3.59951 0.0 0.0 0.0 0.117
H -2.22991 5.05865 3.31008 0.0 0.0 0.0 0.144
H 3.85736 1.81913 4.23250 0.0 0.0 0.0 0.117
H -3.81212 -0.84459 -4.09582 0.0 0.0 0.0 0.128
H 2.08847 7.08086 -1.11480 0.0 0.0 0.0 0.117
H 1.51202 -3.81001 -3.40599 0.0 0.0 0.0 0.116
H 0.12655 1.60547 5.73778 0.0 0.0 0.0 0.122
H -2.36100 1.91125 -1.65386 0.0 0.0 0.0 0.091
H 3.83774 5.98388 0.23798 0.0 0.0 0.0 0.118
H 1.06392 -0.56888 5.03705 0.0 0.0 0.0 0.127
H 0.10487 3.32623 -1.59046 -0.1 0.0 0.0 0.083
H 3.57240 -0.07040 -3.85771 0.0 0.0 0.0 0.124
H 2.09156 2.18111 2.54680 0.0 0.0 0.1 0.103
H 3.09131 1.57887 -2.20390 0.1 0.0 0.0 0.128
H 4.44276 0.06999 -0.36122 0.0 0.0 0.0 0.102
H -4.63321 -2.94593 -3.04797 0.0 0.0 0.0 0.098
H -3.21349 5.15845 0.97655 0.0 0.0 0.0 0.138
H 0.21190 5.75214 -2.02059 0.0 0.0 0.0 0.112
H -3.12593 -5.42072 0.84422 0.0 0.0 0.0 0.116
H 3.71809 3.57492 0.70697 0.0 0.0 0.0 0.105
H 3.15276 -2.38459 -4.65266 0.0 0.0 0.0 0.125
H 0.96214 -1.21722 2.63325 0.0 0.0 0.0 0.120

---

[2]
78
Properties=species:S:1:pos:R:3:forces:R:3:lowdin_charge:R:1 method="wB97M-V/def2-TZVPD" e_homo_ev="-10.84 / -10.86" spin_multiplicity=4 total_charge=+1 homo_lumo_gap_ev="6.4 / 7.8"
Br 6.53718 -2.17405 -1.82573 0.0 0.0 0.0 0.806
Cr -0.33210 -0.26760 -1.20192 0.2 0.0 -0.1 0.871
Cl -4.30467 -2.72862 -2.45326 0.0 0.0 0.0 0.736
Cl -4.13014 1.96586 -5.19717 0.0 0.0 0.0 0.698
Cl -1.35761 2.62397 -3.84674 -0.1 -0.1 -0.1 0.730
Cl -1.04934 1.74105 -0.18261 0.1 0.0 0.0 0.720
Cl -5.58035 -0.70915 -4.52097 0.0 0.0 0.0 0.720
P 0.07324 3.99356 0.96232 -0.2 0.1 0.1 0.840
O 1.91938 0.28619 -1.41332 -1.1 -0.3 0.3 -0.171
O -1.58902 -1.62901 -1.39064 0.0 0.2 0.1 -0.195
O 0.74425 -1.75838 -0.15412 0.8 0.8 -0.4 -0.022
N 0.39748 2.47543 0.46698 0.0 -0.3 0.0 -0.566
N 0.72616 -4.58846 -0.20352 0.0 0.3 0.0 0.141
N 2.59409 -5.16959 0.89669 0.1 0.1 0.1 0.200
C 2.06406 -4.31192 0.09027 -0.1 -0.1 -0.1 -0.269
C 2.06836 -1.91829 -0.59444 0.2 -0.6 0.1 -0.133
C 0.05750 5.59811 -2.75442 0.0 0.1 0.0 -0.078
C -2.17700 1.13105 -3.51501 0.1 0.0 -0.2 -0.680
C 2.55610 3.55055 2.10148 0.0 0.1 0.0 -0.076
C -1.60730 0.21663 -2.66683 0.0 0.0 0.1 -0.232
C -4.06630 -0.35480 -3.80032 0.0 0.0 0.0 -0.678
C 1.41958 5.56324 2.79877 0.0 0.0 0.0 -0.074
C -0.12568 6.95393 -2.52547 0.0 -0.1 0.0 -0.055
C -2.28920 -0.94894 -2.35240 0.2 0.2 0.1 -0.440
C -1.48932 3.38633 3.11708 0.0 0.0 0.1 -0.078
C -1.44241 4.10855 1.92301 0.1 0.0 0.0 -0.326
C -2.64750 3.37702 3.87392 0.0 0.0 0.0 -0.060
C -3.72189 4.79529 2.24991 0.0 0.0 0.0 -0.060
C -3.76328 4.08463 3.43943 0.0 0.0 0.0 -0.058
C 0.50359 -8.02095 2.01909 0.0 0.0 0.0 -0.077
C 2.75022 -3.12328 -0.44760 -0.3 0.3 0.1 -0.060
C 4.02633 -0.89856 -1.57530 0.2 -0.2 0.1 -0.041
C 2.70612 -0.83220 -1.19882 -0.5 0.4 0.0 -0.188
C 0.10311 4.71803 -1.68349 0.0 -0.1 0.0 -0.118
C -2.56296 4.80888 1.48608 0.0 0.0 0.0 -0.070
C 1.45733 4.40480 2.02678 0.1 -0.2 0.0 -0.288
C -0.71742 -6.55300 0.51359 0.0 0.0 0.0 -0.015
C 2.48557 5.87596 3.62580 0.0 0.0 0.0 -0.061
C 4.09805 -3.18090 -0.80101 -0.1 -0.4 0.1 -0.050
C -0.23038 6.55054 -0.15650 0.0 0.1 0.0 -0.083
C 3.58742 5.03325 3.68843 0.0 0.0 0.0 -0.061
C 2.50677 1.51872 -1.88968 -0.1 -0.3 0.2 -0.005
C 0.43073 -5.77416 0.46357 0.1 0.0 0.0 -0.187
C 3.62073 3.87139 2.92985 0.0 0.0 0.0 -0.065
C -0.65656 -7.68332 1.30583 0.0 0.0 0.0 -0.077
C 4.71712 -2.08288 -1.34178 0.2 0.2 -0.1 -0.663
C -0.27151 7.42748 -1.22774 0.0 0.0 0.1 -0.059
C -0.03656 5.18810 -0.38197 0.0 -0.1 0.0 -0.291
C 1.59921 -6.10553 1.15587 -0.1 0.0 0.0 -0.215
C 1.64182 -7.24403 1.95661 0.0 0.0 0.0 -0.005
C -3.41271 0.84544 -4.10742 0.1 0.0 0.0 -0.695
C -3.51550 -1.27162 -2.89565 0.0 0.0 0.0 -0.625
H 0.23904 -4.27750 -1.03403 0.1 -0.1 0.0 0.168
H -0.35536 6.93498 0.84777 0.0 0.0 0.0 0.103
H 4.47382 3.20881 2.98795 0.0 0.0 0.0 0.110
H -1.61397 -6.29366 -0.03274 0.0 0.0 0.0 0.113
H 2.54122 -7.50192 2.49836 0.0 0.0 0.0 0.117
H -4.66843 4.07761 4.03201 0.0 0.0 0.0 0.113
H -1.52493 -8.32356 1.38047 0.0 0.0 0.0 0.107
H -0.61450 2.83958 3.45069 0.0 0.0 0.0 0.116
H -2.68263 2.82245 4.80182 0.0 0.0 0.0 0.112
H -2.54115 5.35287 0.55142 0.0 0.0 0.0 0.106
H 0.55257 6.21160 2.78059 0.0 0.0 0.0 0.104
H 4.53135 -0.06974 -2.04435 -0.1 0.1 0.0 0.112
H 0.50101 -8.91532 2.62719 0.0 0.0 0.0 0.106
H 2.45122 6.77349 4.22846 0.0 0.0 0.0 0.113
H -0.42142 8.48400 -1.04994 0.0 0.0 0.0 0.113
H 4.41695 5.27743 4.33838 0.0 0.0 0.0 0.112
H 3.34609 1.78494 -1.25118 0.1 0.0 0.0 0.110
H -0.16028 7.64412 -3.35759 0.0 0.0 0.0 0.114
H 1.72630 2.26426 -1.77950 0.1 0.0 -0.1 0.058
H 0.35880 -2.57949 0.20055 0.1 -0.1 -0.1 0.122
H 0.15926 5.22246 -3.76402 0.0 0.0 0.0 0.098
H 2.56528 2.63811 1.52099 0.0 0.0 0.0 0.088
H 4.63638 -4.10693 -0.65511 0.0 0.0 0.0 0.123
H 2.81014 1.39154 -2.92577 0.0 0.1 0.0 0.114
H -4.59370 5.33894 1.91152 0.0 0.0 0.0 0.112
H 0.22619 3.65678 -1.86555 0.0 0.2 0.1 0.025

---

[3]
80
Properties=species:S:1:pos:R:3:forces:R:3:lowdin_charge:R:1 method="wB97M-V/def2-TZVPD" e_homo_ev="-9.59 / -9.73" spin_multiplicity=2 total_charge=+1 homo_lumo_gap_ev="4.7 / 4.9"
Ir 0.71116 -0.06762 1.00157 0.1 0.9 -0.6 0.889
Cl -0.48152 -1.28727 3.31884 -0.3 0.5 0.7 0.757
Cl -1.86726 -3.70100 4.76746 -0.1 0.1 0.0 0.702
Cl -0.98098 4.83558 0.57375 0.2 0.3 0.0 0.724
Cl 1.51148 -7.05682 2.26514 0.1 -0.1 0.0 0.707
Cl -0.89200 -6.58992 4.17803 -0.1 -0.2 0.1 0.688
Cl 2.95113 -4.62738 0.93616 0.1 0.1 -0.2 0.769
Cl -5.91096 2.72373 0.54439 -0.4 0.0 0.0 0.731
S 2.67843 1.56075 1.78614 -0.3 -1.2 -0.6 0.726
P 1.93908 -0.80835 -1.01984 -0.4 0.0 1.1 1.010
O 1.60287 -2.07683 1.47898 0.5 2.3 -1.2 -0.293
O -1.19545 1.18900 -1.81972 4.3 0.6 -0.6 0.304
O -0.13200 2.01822 0.78820 2.5 -1.6 -0.4 -0.258
N 0.80129 1.92055 3.65420 0.1 0.1 -0.1 0.019
N 2.64261 3.03841 4.02843 -0.3 -0.1 0.0 -0.159
N -1.66459 -0.16111 0.71175 0.9 -1.2 0.0 -0.013
C -2.40644 -1.25288 0.71448 0.3 0.2 0.0 -0.132
C 5.28329 -3.11519 -1.52845 0.1 -0.1 -0.1 -0.074
C 0.70795 -3.18808 -1.70646 0.1 0.2 0.2 -0.082
C 5.59972 -1.81364 0.45895 0.1 0.0 0.0 -0.060
C 4.34812 -1.25107 0.28883 -0.2 0.1 0.0 -0.109
C 0.05550 -2.89344 3.05932 0.6 -0.4 -0.6 -0.598
C 2.30404 0.65075 -2.02162 -0.9 0.2 -0.1 -0.262
C -4.21292 2.49816 0.63190 0.7 0.3 -0.1 -0.618
C 3.56852 0.95251 -2.48044 0.2 0.0 0.0 -0.024
C 2.79598 3.03192 -3.41257 0.4 0.1 -0.2 -0.032
C 0.47929 2.64707 4.86476 -0.2 0.0 0.3 -0.105
C -0.10843 -5.25875 3.43919 0.0 0.3 -0.1 -0.724
C 1.59284 -4.38678 1.95670 -0.2 0.5 0.1 -0.605
C -0.04158 1.33756 -1.91555 -6.1 -0.9 0.9 -0.025
C -2.27086 1.04039 0.71064 0.0 1.0 0.2 -0.186
C -0.16809 -2.32775 -4.18973 -0.2 -0.1 -0.2 -0.065
C 0.97071 -5.46115 2.57036 -0.3 0.1 0.3 -0.708
C 1.52222 2.78007 -2.98831 -0.8 -0.6 0.4 0.045
C -2.00323 3.45804 0.63291 0.8 -1.4 0.1 -0.603
C 2.02377 2.20800 3.19264 -0.4 -0.3 0.2 -0.751
C -1.39308 2.18315 0.71421 -2.1 0.5 0.1 -0.448
C -0.55242 -3.95759 3.69502 0.1 -0.5 -0.1 -0.711
C -0.47156 -3.60771 -3.75341 0.0 0.0 0.0 -0.061
C 3.96988 3.56907 3.92100 0.3 0.1 -0.1 -0.039
C 1.12162 -3.05416 2.13525 -1.3 -1.0 0.8 -0.489
C 1.76605 3.44972 5.11465 0.0 0.2 0.3 -0.091
C -0.02109 -4.04026 -2.51404 -0.1 0.0 -0.1 -0.051
C -4.44225 0.00955 0.76999 0.2 -0.6 -0.1 0.006
C 0.57879 -1.47588 -3.39490 0.1 -0.1 0.1 -0.087
C -3.79939 -1.20927 0.77731 -0.5 0.5 0.0 -0.017
C 4.02894 -2.55723 -1.70462 -0.1 0.2 -0.1 -0.097
C 1.01433 -1.89847 -2.14107 0.0 0.2 -0.1 -0.344
C 1.22673 1.56602 -2.28557 3.5 0.8 -0.7 -0.194
C -3.67867 1.18617 0.70299 0.2 0.3 0.0 -0.168
C -3.38231 3.60132 0.58583 -0.8 -0.5 0.1 -0.118
C 6.07292 -2.74489 -0.45136 -0.1 0.0 0.0 -0.065
C 3.82648 2.11847 -3.18459 -0.6 0.0 0.2 0.013
C 3.55489 -1.61444 -0.79675 -0.1 0.1 0.0 -0.381
H 4.36724 0.25464 -2.28657 0.1 -0.1 0.0 0.116
H -0.39083 3.28892 4.71488 0.1 0.0 0.0 0.126
H 6.21456 -1.52810 1.30079 0.0 0.0 0.1 0.113
H 7.05488 -3.17606 -0.32518 0.0 -0.1 0.0 0.111
H 4.81789 2.31838 -3.55188 0.2 0.1 -0.1 0.125
H 0.26100 1.94539 5.67417 0.0 0.1 0.0 0.124
H 3.42710 -2.84106 -2.55514 -0.1 -0.1 -0.1 0.111
H -1.87118 -2.19130 0.67738 0.0 -0.1 0.1 0.115
H -0.24384 -5.04238 -2.17793 0.0 -0.1 0.1 0.115
H 1.60683 4.53175 5.07121 0.0 -0.1 0.0 0.131
H 4.49792 3.42616 4.86712 0.0 0.0 -0.1 0.100
H 5.65411 -3.83746 -2.23930 0.0 -0.1 -0.1 0.111
H 3.92939 4.64031 3.70018 0.1 -0.1 0.0 0.102
H 0.84536 -0.49887 -3.77140 0.0 0.0 -0.1 0.098
H -4.36606 -2.12259 0.83826 0.0 -0.2 -0.1 0.114
H -5.51974 0.06587 0.80415 -0.1 0.0 0.0 0.100
H 3.00107 3.94382 -3.94884 0.0 0.1 0.0 0.123
H -1.05405 -4.26848 -4.37883 0.0 0.0 0.0 0.111
H 1.07015 -3.51848 -0.74388 0.0 -0.1 0.1 0.072
H 0.71980 3.47570 -3.17041 -0.1 0.2 -0.1 0.137
H 3.97985 -0.52507 0.99746 0.0 0.0 0.1 0.026
H 4.50524 3.05003 3.12659 0.0 0.1 0.1 0.063
H -3.80730 4.59134 0.52544 -0.1 0.1 0.0 0.110
H -0.51328 -1.99152 -5.15743 0.0 0.0 -0.1 0.111
H 2.22759 3.21018 6.07517 0.0 0.0 0.0 0.130
H 0.11129 1.45575 3.08596 0.2 0.1 -0.1 0.063

---

Number 1: molar mass 864.4 g mol⁻¹. Number 2: molar mass 912.8 g mol⁻¹. Number 3: molar mass 1076.1 g mol⁻¹.